# 1
The following is a DFT calculation (ωB97M-V with the def2-TZVPD basis set) of an isolated molecule of C24H21F3N4O2 at a distorted geometry.

Each line ends with the Löwdin charge.
Element x y z (Å)
O -1.313 -3.685 1.528  0.0799
C -2.380 -3.187 0.917  -0.2605
C -3.623 -3.802 1.110  0.0046
C -4.747 -3.324 0.486  -0.0020
C -4.683 -2.182 -0.332  -0.2715
C -3.446 -1.575 -0.547  0.0339
C -2.293 -2.059 0.062  -0.1227
C -1.032 -1.393 -0.165  -0.0530
N 0.044 -1.810 0.389  0.0716
C 1.268 -1.187 0.281  -0.2773
C 1.441 0.183 0.068  -0.0186
C 2.700 0.737 0.031  -0.0205
C 3.848 -0.053 0.186  -0.2213
C 3.664 -1.427 0.403  -0.0179
C 2.407 -1.976 0.468  -0.0125
H 2.285 -3.036 0.631  0.1141
H 4.520 -2.075 0.507  0.1044
N 5.121 0.472 0.080  -0.1055
C 5.343 1.816 -0.405  -0.1462
H 4.592 2.069 -1.155  0.1212
C 6.724 1.875 -1.070  -0.1928
O 7.750 1.474 -0.195  -0.1297
C 7.523 0.162 0.263  -0.1916
H 8.344 -0.073 0.942  0.1267
C 6.178 0.063 0.984  -0.1310
H 6.016 -0.955 1.332  0.1124
H 6.199 0.733 1.858  0.1357
H 7.537 -0.539 -0.586  0.1294
H 6.959 2.897 -1.371  0.1267
H 6.719 1.225 -1.959  0.1292
H 5.303 2.550 0.415  0.1355
H 2.788 1.805 -0.091  0.1009
H 0.577 0.826 -0.017  0.1075
H -1.060 -0.527 -0.835  0.1336
H -3.361 -0.736 -1.223  0.1171
N -5.876 -1.813 -0.928  0.0740
N -6.152 -0.696 -1.356  0.0689
C -5.478 0.494 -1.179  -0.2869
C -5.270 1.321 -2.291  -0.0179
C -4.741 2.584 -2.132  -0.0643
C -4.433 3.067 -0.870  -0.0176
C -4.672 2.262 0.237  -0.1190
C -5.184 0.984 0.099  0.0408
H -5.369 0.369 0.967  0.1341
C -4.295 2.755 1.603  -0.5858
F -3.003 2.476 1.891  0.1323
F -5.019 2.203 2.587  0.1421
F -4.420 4.085 1.736  0.1389
H -4.023 4.056 -0.740  0.1189
H -4.569 3.206 -2.997  0.1074
H -5.509 0.938 -3.271  0.1141
H -5.707 -3.793 0.631  0.1149
H -3.666 -4.664 1.756  0.1199
H -0.528 -3.121 1.268  0.0755

Summary:
SMILES: Oc1ccc(/N=N\c2cccc(C(F)(F)F)c2)cc1/C=N/c1ccc(N2CCOCC2)cc1
E_HOMO: -7.7 eV
Kohn-Sham gap: 7.36 eV

=====

# 2
The following is a DFT calculation (ωB97M-V with the def2-TZVPD basis set) of a cluster of 5 separate species, C24H47BFN2O14S4 in total.

Each line ends with the Löwdin charge.
Element x y z (Å)
C -1.833 5.019 3.435  -0.0378
C -2.180 3.557 3.571  -0.2599
C -2.547 2.817 2.451  -0.0140
C -2.837 1.457 2.575  -0.0304
C -2.766 0.845 3.824  -0.2463
C -3.040 -0.637 3.947  -0.0410
C -1.791 -1.418 4.222  -0.0744
C -0.494 -1.243 3.820  -0.1442
C 0.193 -0.240 2.977  0.0254
B 0.182 -0.620 1.408  -0.5958
O 1.317 -1.187 0.859  0.1621
O -0.901 -0.351 0.619  0.1787
N 0.241 -2.275 4.372  0.1717
C -0.529 -3.076 5.097  0.0235
N -1.729 -2.548 4.995  -0.0008
F -2.784 -3.093 5.610  0.1414
C -2.419 1.581 4.955  -0.0304
C -2.130 2.934 4.822  -0.0244
H -0.764 5.139 3.591  0.0860
H -2.077 5.365 2.438  0.0763
H -2.357 5.619 4.170  0.0838
H -2.604 3.268 1.474  0.1162
H -3.100 0.897 1.693  0.0843
H -3.728 -0.829 4.767  0.1301
H -3.502 -1.027 3.043  0.1311
H -0.177 0.765 3.151  0.1178
H 1.241 -0.237 3.277  0.1216
H 1.370 -2.119 1.096  0.1142
H -1.609 -1.000 0.711  0.1009
H 1.236 -2.337 4.217  0.1905
H -0.228 -3.938 5.657  0.1721
H -2.367 1.091 5.915  0.1176
H -1.855 3.487 5.708  0.1172
O -5.931 -3.357 -0.514  -0.2616
S -4.546 -3.699 -0.590  0.5556
O -3.552 -2.693 -0.337  -0.3041
O -4.251 -4.390 -1.976  -0.2560
C -4.625 -3.685 -3.191  -0.2236
C -3.706 -2.524 -3.510  -0.0585
C -4.225 -5.096 0.433  -0.1190
H -5.665 -3.366 -3.115  0.1195
H -4.569 -4.436 -3.975  0.1251
H -3.781 -1.736 -2.763  0.0506
H -3.971 -2.098 -4.476  0.0914
H -2.667 -2.854 -3.539  0.0871
H -4.966 -5.862 0.225  0.0803
H -4.306 -4.759 1.464  0.0702
H -3.220 -5.456 0.229  0.0750
O 4.754 -3.182 -2.278  -0.2765
S 5.137 -1.890 -2.762  0.5741
O 5.544 -0.873 -1.842  -0.2820
O 3.968 -1.328 -3.684  -0.2574
C 2.644 -1.281 -3.114  -0.2462
C 2.479 -0.178 -2.088  -0.0723
C 6.362 -2.052 -4.012  -0.1122
H 2.402 -2.257 -2.690  0.1127
H 1.975 -1.116 -3.956  0.1232
H 3.105 -0.353 -1.215  0.0630
H 1.442 -0.132 -1.756  0.0733
H 2.763 0.787 -2.510  0.0868
H 6.045 -2.808 -4.725  0.0766
H 7.280 -2.358 -3.514  0.0819
H 6.501 -1.088 -4.493  0.0783
O -6.922 1.078 -3.658  -0.2710
S -6.002 2.071 -3.197  0.5671
O -4.609 1.952 -3.503  -0.2776
O -6.179 2.231 -1.622  -0.2600
C -6.073 1.036 -0.824  -0.2355
C -4.647 0.534 -0.709  -0.0725
C -6.561 3.673 -3.657  -0.1179
H -6.731 0.267 -1.231  0.1185
H -6.458 1.310 0.156  0.1232
H -4.265 0.210 -1.675  0.0586
H -4.601 -0.316 -0.028  0.0615
H -3.987 1.324 -0.347  0.0748
H -7.613 3.768 -3.401  0.0773
H -6.422 3.757 -4.733  0.0797
H -5.959 4.416 -3.141  0.0761
O 10.618 2.584 -2.084  -0.2721
S 10.131 1.962 -0.892  0.5647
O 9.861 0.558 -0.874  -0.2764
O 8.846 2.755 -0.395  -0.2647
C 7.763 2.933 -1.336  -0.2437
C 6.979 1.659 -1.580  -0.0923
C 11.181 2.361 0.462  -0.1222
H 8.159 3.346 -2.265  0.1150
H 7.123 3.691 -0.889  0.1197
H 7.591 0.905 -2.069  0.0629
H 6.120 1.863 -2.219  0.0809
H 6.627 1.233 -0.643  0.0805
H 11.368 3.431 0.463  0.0753
H 12.108 1.812 0.313  0.0775
H 10.700 2.043 1.383  0.0742

Summary:
Energy above the lowest of the compared OMol25 structures with the same formula, charge and spin: 0.212 eV
Charge: +1
E_HOMO: -11.7 eV
Kohn-Sham gap: 8.70 eV

=====

# 3
The following is a DFT calculation (ωB97M-V with the def2-TZVPD basis set) of a cluster of 9 separate species, C23H52Br2O11 in total.

Each line ends with the Löwdin charge.
Element x y z (Å)
C -3.852 5.687 -4.069  -0.1511
C -3.406 4.589 -3.167  -0.7337
Br -4.802 3.945 -2.071  0.8478
C -2.178 4.062 -3.081  -0.6476
Br -0.783 4.786 -4.137  0.8891
C -1.749 2.952 -2.229  -0.1794
C -2.054 2.637 -0.965  0.0647
C -1.320 1.421 -0.582  -0.4104
O -1.351 0.839 0.460  0.1653
O -0.554 1.027 -1.641  0.1618
C -0.803 1.881 -2.708  -0.3800
O -0.317 1.685 -3.771  0.1486
H -4.807 5.410 -4.515  0.0752
H -4.031 6.581 -3.469  0.0806
H -3.119 5.887 -4.842  0.0418
H -2.709 3.159 -0.288  0.1052
C 2.346 2.755 -5.833  -0.0946
C 1.510 3.033 -7.067  -0.3245
O 1.830 4.291 -7.660  -0.0870
H 2.206 3.548 -5.097  0.0610
H 2.067 1.805 -5.376  0.0637
H 3.409 2.719 -6.084  0.0729
H 0.453 3.083 -6.808  0.0962
H 1.637 2.234 -7.806  0.1097
H 2.758 4.271 -7.911  0.0764
C 1.262 -2.607 -4.230  -0.0953
C 0.318 -2.082 -5.294  -0.3215
O -0.718 -1.272 -4.749  -0.0874
H 0.711 -3.185 -3.486  0.0781
H 2.038 -3.241 -4.658  0.0671
H 1.752 -1.782 -3.708  0.0680
H -0.182 -2.905 -5.803  0.1088
H 0.876 -1.511 -6.046  0.1059
H -0.301 -0.524 -4.306  0.0387
C 4.388 -4.401 -0.770  -0.0889
C 4.953 -4.333 -2.175  -0.3199
O 4.276 -3.379 -2.991  -0.0922
H 3.328 -4.649 -0.800  0.0801
H 4.900 -5.154 -0.176  0.0495
H 4.490 -3.435 -0.268  0.0735
H 4.834 -5.290 -2.680  0.1104
H 6.023 -4.097 -2.144  0.1065
H 4.371 -2.516 -2.575  0.0783
C -0.672 2.983 3.720  -0.0834
C -0.744 1.526 4.138  -0.3146
O -1.733 0.804 3.408  -0.0927
H -1.643 3.461 3.858  0.0746
H 0.071 3.523 4.307  0.0762
H -0.403 3.066 2.664  0.0652
H -1.028 1.444 5.188  0.1040
H 0.229 1.037 4.016  0.1187
H -1.498 0.839 2.472  0.0385
C -1.748 -3.286 3.969  -0.0829
C -1.691 -2.678 5.358  -0.3128
O -0.864 -1.515 5.394  -0.0887
H -0.746 -3.547 3.630  0.0764
H -2.368 -4.184 3.959  0.0737
H -2.166 -2.571 3.257  0.0737
H -1.260 -3.382 6.070  0.1155
H -2.698 -2.422 5.698  0.0873
H -1.246 -0.873 4.779  0.0425
C 5.561 -9.384 1.720  -0.0938
C 4.575 -8.887 0.679  -0.3187
O 4.886 -7.572 0.224  -0.0953
H 5.586 -8.705 2.572  0.0752
H 5.289 -10.380 2.072  0.0732
H 6.570 -9.435 1.303  0.0713
H 3.573 -8.824 1.101  0.1116
H 4.539 -9.575 -0.172  0.1083
H 5.764 -7.598 -0.169  0.0805
C -2.705 6.624 1.014  -0.0778
C -1.956 6.449 -0.294  -0.3061
O -2.582 7.147 -1.369  -0.0881
H -3.734 6.278 0.910  0.0751
H -2.226 6.065 1.820  0.0711
H -2.736 7.677 1.303  0.0754
H -1.940 5.400 -0.585  0.0801
H -0.918 6.783 -0.191  0.1164
H -2.590 8.082 -1.142  0.0877
C -3.889 -0.991 8.173  -0.0837
C -3.429 0.421 7.867  -0.3179
O -2.009 0.518 7.826  -0.0873
H -3.473 -1.331 9.122  0.0784
H -4.977 -1.062 8.225  0.0747
H -3.545 -1.679 7.402  0.0429
H -3.756 1.108 8.647  0.1083
H -3.854 0.764 6.917  0.1078
H -1.683 -0.063 7.127  0.0481

Summary:
SMILES: C/C(Br)=C(\Br)C1=CC(=O)OC1=O.CCO.CCO.CCO.CCO.CCO.CCO.CCO.CCO
Energy above the lowest of the compared OMol25 structures with the same formula, charge and spin: 0.000 eV
E_HOMO: -9.6 eV
Kohn-Sham gap: 7.99 eV

=====

# 4
The following is a DFT calculation (ωB97M-V with the def2-TZVPD basis set) of the ion C5H6N3S with charge +1 at a distorted geometry.

Each line ends with the Löwdin spin population.
Element x y z (Å)
C 1.320 -0.499 -0.852  0.0344
C 1.745 -1.674 -0.194  0.4318
C -1.024 0.097 1.067  0.2521
C 0.052 -2.055 1.586  0.6426
C -1.357 1.890 -0.516  0.0014
N -0.564 -1.062 1.475  0.2611
N -0.552 0.728 -0.084  0.0170
N 0.470 0.473 -0.822  0.2032
S 1.529 -2.698 1.228  0.1317
H 1.970 -0.395 -1.623  -0.0012
H 2.619 -2.237 -0.732  0.0150
H -1.673 0.762 1.506  0.0133
H -2.486 1.840 -0.339  -0.0001
H -1.091 2.860 -0.196  -0.0026
H -0.960 1.970 -1.504  0.0002

Summary:
Energy above the lowest of the compared OMol25 structures with the same formula, charge and spin: 1.714 eV
Multiplicity: 3
Charge: +1
E_HOMO (spin up / spin down): -11.6 / -14.4 eV
Kohn-Sham gap (spin up / spin down): 6.19 / 7.25 eV